(1)
22
Properties=species:S:1:pos:R:3 method="wB97M-V/def2-TZVPD" e_homo_ha=-0.2379 lumo_ev=-4.481 spin_multiplicity=1 total_charge=-1 total_energy_ha=-1736.8187 orbital_gap_ev=1.99
Cd -21.30 20.37 -17.61
Cd -17.82 20.33 -24.24
N -25.21 19.12 -19.31
O -25.28 19.66 -20.36
O -26.00 18.21 -19.14
O -24.20 19.25 -18.60
N -17.16 21.81 -16.69
O -18.27 21.43 -17.21
O -16.07 21.89 -17.16
O -17.34 22.47 -15.64
N -18.62 16.04 -26.30
O -19.44 15.47 -25.57
O -18.20 17.18 -25.95
O -18.31 15.47 -27.30
N -18.38 12.87 -20.32
O -19.02 13.57 -21.09
O -19.07 12.18 -19.49
O -17.15 12.99 -20.39
N -20.07 18.71 -20.94
O -19.85 17.65 -20.32
O -20.66 19.63 -20.47
O -19.57 18.93 -22.03

---

(2)
7
Properties=species:S:1:pos:R:3 method="wB97M-V/def2-TZVPD" e_homo_ha=-0.8278 lumo_ev=-13.622 spin_multiplicity=1 total_charge=+2 total_energy_ha=-859.2067 orbital_gap_ev=8.90
H -0.15 -1.68 -0.14
P -0.56 0.30 0.00
F -0.96 1.11 1.25
F -0.84 1.18 -1.24
O -1.16 -1.11 -0.17
O 0.91 -0.17 0.07
Cd 2.74 0.37 0.25

---

(3)
15
Properties=species:S:1:pos:R:3 method="wB97M-V/def2-TZVPD" e_homo_ha=-0.6888 lumo_ev=-12.538 spin_multiplicity=1 total_charge=+2 total_energy_ha=-1399.3244 orbital_gap_ev=6.21
N 0.72 1.78 0.56
N 0.70 0.68 -0.31
P -0.77 -0.28 -0.20
N -2.03 0.68 -0.92
O -1.18 -0.57 1.41
S 2.00 -0.43 -0.04
O 1.91 -1.39 -1.18
O 3.29 0.27 -0.07
F 1.75 -1.28 1.34
H 0.14 2.51 0.12
H 0.39 1.58 1.50
H -2.87 0.09 -0.98
H -1.70 0.86 -1.88
H -1.41 -1.51 1.46
Cd -0.94 -2.99 -0.81

---

(4)
18
Properties=species:S:1:pos:R:3 method="wB97M-V/def2-TZVPD" s_squared=6.009 e_homo_ha="-0.3455 / -0.3450" lumo_ev="-5.300 / -5.300" spin_multiplicity=5 total_energy_ha=-2552.7045 orbital_gap_ev="4.10 / 4.09"
Cd 0.15 -4.05 0.42
Fe 0.36 1.68 -0.51
N -0.67 -1.27 -0.46
O -0.63 -0.03 -0.35
O -1.51 -1.73 -1.24
O 0.22 -2.08 -0.03
N -0.97 2.90 -3.32
O -0.68 4.07 -3.30
O -1.73 2.33 -4.11
O -0.61 2.13 -2.33
N -1.04 3.46 1.57
O -1.90 4.33 1.71
O -1.06 2.67 0.58
O -0.23 3.30 2.51
N 2.54 -4.40 2.25
O 3.21 -3.74 3.05
O 2.24 -3.99 1.05
O 2.32 -5.60 2.51